[1]
Formula: C4H8O
Source: the OMol25 dataset
Level of theory: ωB97M-V/def2-TZVPD

Calculated values
Strongest force on any atom   2.56 eV Å⁻¹
HOMO   -9.8 eV
Calculated total energy   -232.3961 a.u.
Molecular weight   72.11 g mol⁻¹
Gap between HOMO and LUMO   10.85 eV
2S+1   1

Each line ends with the Mulliken charge.
Geometry (Å):
1 C -1.52392 -0.36604 0.08821  -1.267
2 C -0.19700 -0.43214 -0.63209  0.069
3 C 1.10086 -0.67772 0.07154  -0.662
4 C 0.76720 0.70977 -0.39436  -0.134
5 H -1.91169 -1.38892 0.32007  0.315
6 H -1.38635 0.07995 1.06901  0.302
7 H -2.23210 0.25526 -0.37205  0.351
8 H -0.12097 -0.74353 -1.62739  0.384
9 H 1.04082 -0.80507 1.16856  0.263
10 H 1.89829 -1.20078 -0.43274  0.267
11 H 1.34300 1.17983 -1.15613  0.352
12 H 0.95626 1.79892 1.28849  0.307
13 O 0.26561 1.59047 0.60888  -0.547

=====

[2]
Formula: C4H8O
Source: the OMol25 dataset
Level of theory: ωB97M-V/def2-TZVPD

Calculated values
Strongest force on any atom   0.43 eV Å⁻¹
HOMO   -7.6 eV
Calculated total energy   -232.2535 a.u.
Molecular weight   72.11 g mol⁻¹
Gap between HOMO and LUMO   8.40 eV
2S+1   1

Each line ends with the Mulliken charge.
Geometry (Å):
1 O -0.36533 1.16397 0.08496  -0.384
2 C -1.69994 0.87373 -1.00874  -0.637
3 C 0.64243 0.17194 -0.08949  -0.033
4 C 0.27888 -1.26808 -0.03205  -0.429
5 C 1.09366 -0.64139 1.07592  -0.623
6 H -0.80827 1.01754 0.93452  0.440
7 H -1.09604 1.05270 -1.92449  0.140
8 H -2.14667 1.87522 -0.84044  0.172
9 H 1.35604 0.52738 -0.82371  0.394
10 H -0.76851 -1.47732 0.16089  0.266
11 H 0.75931 -1.94815 -0.72938  0.243
12 H 0.60079 -0.48646 2.03353  0.222
13 H 2.15363 -0.86109 1.15847  0.229

=====

[3]
Formula: C4H8O
Source: the OMol25 dataset
Level of theory: ωB97M-V/def2-TZVPD

Calculated values
Strongest force on any atom   0.46 eV Å⁻¹
HOMO   -9.6 eV
Calculated total energy   -232.4069 a.u.
Molecular weight   72.11 g mol⁻¹
Gap between HOMO and LUMO   10.78 eV
2S+1   1

Each line ends with the Mulliken charge.
Geometry (Å):
1 C 1.70420 -0.27706 -0.02122  -1.320
2 C 0.35738 0.27516 -0.41442  0.416
3 C -0.89183 -0.60021 -0.24422  -0.584
4 C -1.43480 0.59817 0.52785  -0.295
5 O -0.13776 1.22083 0.55396  -0.433
6 H 2.45066 0.52396 -0.01197  0.312
7 H 1.64985 -0.71033 0.98329  0.314
8 H 2.01926 -1.04986 -0.73062  0.347
9 H 0.39465 0.73521 -1.41410  0.267
10 H -1.42233 -0.92355 -1.14227  0.294
11 H -0.71872 -1.45520 0.41619  0.215
12 H -1.82013 0.38511 1.52990  0.244
13 H -2.14978 1.23029 -0.01910  0.223

=====

[4]
Formula: C4H8O
Source: the OMol25 dataset
Level of theory: ωB97M-V/def2-TZVPD

Calculated values
Strongest force on any atom   0.45 eV Å⁻¹
HOMO   -9.8 eV
Calculated total energy   -232.4312 a.u.
Molecular weight   72.11 g mol⁻¹
Gap between HOMO and LUMO   10.86 eV
2S+1   1

Each line ends with the Mulliken charge.
Geometry (Å):
1 C 0.85247 -1.42436 0.59936  -1.217
2 C 0.39207 -0.37515 -0.40466  -0.379
3 C -0.83462 0.42597 0.08508  -0.404
4 C -0.74238 1.82879 -0.46190  -0.051
5 O -1.14291 2.16615 -1.54912  -0.468
6 H 0.05884 -2.14825 0.81271  0.311
7 H 1.13744 -0.94820 1.54497  0.341
8 H 1.72122 -1.97219 0.22155  0.345
9 H 1.22446 0.31061 -0.61006  0.334
10 H 0.14645 -0.83976 -1.36596  0.265
11 H -1.76643 -0.04097 -0.24878  0.289
12 H -0.84677 0.46930 1.18148  0.295
13 H -0.19983 2.54806 0.19533  0.339

=====

[5]
Formula: C4H8O
Source: the OMol25 dataset
Level of theory: ωB97M-V/def2-TZVPD

Calculated values
Strongest force on any atom   0.94 eV Å⁻¹
HOMO   -7.4 eV
Calculated total energy   -232.2605 a.u.
Molecular weight   72.11 g mol⁻¹
Gap between HOMO and LUMO   7.14 eV
2S+1   1

Each line ends with the Mulliken charge.
Geometry (Å):
1 C -1.05980 0.77831 0.07236  -1.067
2 C -0.70077 -1.10282 0.17671  -0.605
3 C 0.17402 -0.26104 -0.49750  0.199
4 C 1.62896 0.11169 0.05180  -0.329
5 O 2.37519 -0.74073 -0.56589  -0.731
6 H -2.11451 0.54588 0.23951  0.414
7 H -0.64192 1.25747 0.95971  0.337
8 H -1.04516 1.45923 -0.78881  0.373
9 H -1.37576 -1.79382 -0.33392  0.306
10 H -0.64731 -1.20255 1.26158  0.290
11 H 0.14454 -0.29857 -1.58371  0.446
12 H 1.75634 1.21008 -0.16141  0.214
13 H 1.51950 0.03179 1.17513  0.154

=====

[6]
Formula: C4H8O
Source: the OMol25 dataset
Level of theory: ωB97M-V/def2-TZVPD

Calculated values
Strongest force on any atom   1.51 eV Å⁻¹
HOMO   -8.4 eV
Calculated total energy   -232.3516 a.u.
Molecular weight   72.11 g mol⁻¹
Gap between HOMO and LUMO   9.34 eV
2S+1   1

Each line ends with the Mulliken charge.
Geometry (Å):
1 O 1.92538 -1.14994 0.58165  -0.463
2 C 1.52420 0.13592 0.59418  0.139
3 C 0.92573 0.78616 -0.39302  -0.989
4 C -1.55891 0.45910 0.08093  -0.526
5 C -1.62169 -0.83579 -0.21545  -0.529
6 H 1.60938 -1.52276 -0.25366  0.312
7 H 1.19941 1.81910 -0.30564  0.299
8 H 1.73487 0.66110 1.52600  0.332
9 H 0.57586 0.35953 -1.33044  0.355
10 H -1.31937 0.82970 1.07294  0.262
11 H -1.70719 1.23579 -0.66608  0.279
12 H -1.42637 -1.60404 0.52882  0.265
13 H -1.86131 -1.17388 -1.22023  0.266